No. 1
{
  "formula": "C20H17CoFIN3S",
  "method": "ωB97M-V with the def2-TZVPD basis set",
  "elements": ["Co", "C", "C", "C", "C", "C", "H", "H", "H", "H", "H", "S", "C", "N", "C", "C", "C", "N", "H", "H", "H", "H", "I", "C", "C", "C", "C", "N", "C", "H", "H", "H", "H", "F", "C", "C", "C", "C", "C", "C", "H", "H", "H", "H"],
  "xyz": [[-0.890, -0.663, 1.112], [-1.338, -2.856, 1.370], [-2.583, -2.210, 1.534], [-2.485, -1.334, 2.633], [-1.183, -1.461, 3.180], [-0.468, -2.402, 2.397], [-1.089, -3.583, 0.613], [-3.442, -2.317, 0.889], [-3.269, -0.691, 3.005], [-0.798, -0.934, 4.039], [0.560, -2.696, 2.539], [2.858, -0.884, 2.800], [2.866, -0.910, 1.149], [3.326, 0.198, 0.457], [3.425, 0.265, -0.880], [3.037, -0.800, -1.628], [2.490, -1.884, -0.906], [2.393, -1.948, 0.394], [3.562, 0.994, 1.033], [3.805, 1.190, -1.290], [3.102, -0.796, -2.703], [2.103, -2.742, -1.450], [-1.853, -1.703, -4.838], [-2.278, -0.568, -3.147], [-2.946, 0.642, -3.243], [-3.193, 1.353, -2.079], [-2.748, 0.839, -0.874], [-2.104, -0.323, -0.790], [-1.881, -1.021, -1.898], [-3.266, 1.022, -4.203], [-3.713, 2.301, -2.107], [-2.893, 1.375, 0.056], [-1.364, -1.967, -1.781], [2.417, 4.462, -0.039], [1.697, 3.340, 0.214], [1.502, 2.947, 1.523], [0.775, 1.785, 1.759], [0.220, 1.001, 0.734], [0.458, 1.467, -0.567], [1.190, 2.620, -0.845], [1.909, 3.542, 2.331], [0.645, 1.478, 2.791], [0.082, 0.917, -1.423], [1.363, 2.958, -1.859]],
  "lowdin_charge": [0.7052, -0.1830, -0.1858, -0.1693, -0.1754, -0.1948, 0.0989, 0.0986, 0.0982, 0.1032, 0.0653, 0.6263, -0.8850, 0.0699, -0.0838, -0.0530, -0.1297, 0.0724, 0.1268, 0.1341, 0.1014, 0.1121, 0.8918, -0.7226, -0.1242, -0.0379, -0.1202, 0.0061, -0.2020, 0.1016, 0.1129, 0.1210, 0.1017, 0.0386, -0.3046, -0.0322, -0.1518, -0.2165, -0.1564, -0.0476, 0.1165, 0.0796, 0.0792, 0.1146],
  "spin_multiplicity": 4,
  "de_lowest_kcal_mol": 0.0,
  "e_homo_ev": [-7.47, -7.99],
  "energy_ha": -3115.0524,
  "lumo_energy_ev": [-0.066, -0.123]
}



No. 2
{
  "formula": "C26H32N4O4S",
  "method": "ωB97M-V with the def2-TZVPD basis set",
  "elements": ["C", "C", "N", "C", "C", "N", "C", "C", "N", "C", "O", "C", "C", "C", "C", "C", "C", "N", "C", "O", "C", "C", "C", "C", "C", "C", "O", "C", "C", "O", "C", "C", "S", "C", "C", "H", "H", "H", "H", "H", "H", "H", "H", "H", "H", "H", "H", "H", "H", "H", "H", "H", "H", "H", "H", "H", "H", "H", "H", "H", "H", "H", "H", "H", "H", "H", "H"],
  "xyz": [[8.712, -2.102, 0.081], [7.320, -1.775, -0.473], [6.282, -2.756, -0.243], [5.934, -2.961, 1.146], [4.638, -3.769, 1.211], [4.871, -5.052, 0.579], [3.895, -6.081, 0.836], [2.523, -5.966, 0.137], [1.752, -4.834, 0.589], [1.368, -3.837, -0.240], [1.600, -3.844, -1.435], [0.612, -2.730, 0.419], [0.859, -2.309, 1.724], [0.130, -1.267, 2.260], [-0.860, -0.639, 1.514], [-1.113, -1.047, 0.203], [-0.359, -2.084, -0.333], [-2.128, -0.479, -0.550], [-2.853, 0.657, -0.315], [-3.789, 0.933, -1.036], [-2.453, 1.486, 0.841], [-2.692, 2.804, 0.962], [-3.190, 3.714, -0.051], [-2.825, 3.633, -1.391], [-3.313, 4.556, -2.289], [-4.178, 5.580, -1.907], [-4.559, 6.392, -2.928], [-5.563, 7.368, -2.763], [-4.533, 5.687, -0.547], [-5.361, 6.716, -0.167], [-5.766, 6.797, 1.176], [-4.021, 4.763, 0.349], [-1.797, 0.649, 2.263], [5.207, -4.851, -0.817], [6.495, -4.033, -0.892], [9.397, -1.291, -0.155], [9.099, -3.017, -0.361], [8.680, -2.221, 1.162], [7.392, -1.633, -1.556], [6.974, -0.833, -0.035], [5.786, -1.988, 1.620], [6.715, -3.513, 1.698], [4.357, -3.931, 2.255], [3.849, -3.191, 0.705], [4.336, -7.033, 0.520], [3.740, -6.126, 1.919], [2.654, -5.843, -0.939], [1.962, -6.889, 0.322], [1.511, -4.793, 1.566], [1.640, -2.763, 2.315], [0.314, -0.927, 3.267], [-0.529, -2.408, -1.349], [-2.390, -0.972, -1.395], [-2.487, 3.251, 1.929], [-2.148, 2.865, -1.727], [-3.039, 4.509, -3.331], [-6.496, 6.930, -2.404], [-5.717, 7.785, -3.759], [-5.250, 8.161, -2.081], [-6.303, 5.897, 1.493], [-4.917, 6.971, 1.846], [-6.439, 7.652, 1.224], [-4.283, 4.828, 1.394], [5.363, -5.826, -1.286], [4.415, -4.311, -1.359], [6.758, -3.856, -1.937], [7.303, -4.613, -0.413]],
  "lowdin_charge": [-0.0866, -0.2526, -0.1875, -0.1834, -0.1806, -0.1692, -0.1800, -0.1538, 0.0704, -0.4686, 0.0658, -0.1306, -0.0377, -0.0948, -0.4519, -0.2282, 0.0543, 0.1453, -0.4752, 0.0935, -0.4107, -0.0601, -0.2204, -0.0298, 0.0172, -0.1918, -0.0636, -0.0741, -0.1809, -0.1167, -0.0826, 0.0335, 1.0522, -0.1702, -0.1820, 0.0683, 0.0631, 0.0631, 0.1121, 0.1118, 0.1237, 0.1220, 0.1199, 0.1145, 0.1180, 0.1162, 0.1120, 0.1208, 0.1345, 0.1043, 0.1054, 0.1287, 0.1638, 0.1108, 0.1188, 0.1234, 0.0970, 0.0934, 0.0922, 0.0986, 0.0964, 0.0955, 0.1092, 0.1258, 0.1226, 0.1243, 0.1216],
  "de_lowest_kcal_mol": 50.2,
  "e_homo_ev": -7.60,
  "energy_ha": -1928.1108,
  "smiles": "CCN1CCN(CCNC(=O)c2ccc3c(c2)NC(=O)/C(=C\\c2ccc(OC)c(OC)c2)S3)CC1",
  "lumo_energy_ev": 0.171
}



No. 3
{
  "formula": "C25H26Cl2IMoN4OSSi",
  "method": "ωB97M-V with the def2-TZVPD basis set",
  "elements": ["Mo", "C", "Si", "C", "C", "C", "C", "C", "C", "N", "C", "S", "H", "H", "H", "H", "H", "H", "H", "H", "H", "H", "H", "H", "O", "C", "C", "C", "C", "C", "C", "N", "H", "H", "H", "H", "H", "H", "H", "Cl", "C", "C", "C", "C", "C", "Cl", "C", "N", "H", "H", "H", "I", "C", "C", "C", "C", "N", "C", "H", "H", "H", "H"],
  "xyz": [[0.222, 0.081, -0.198], [-2.056, 5.321, -1.198], [-1.379, 5.362, 0.525], [-0.669, 7.042, 0.881], [-2.629, 4.918, 1.818], [0.075, 4.134, 0.615], [1.367, 4.563, 0.864], [2.469, 3.692, 0.852], [2.241, 2.373, 0.595], [0.989, 1.915, 0.389], [-0.078, 2.750, 0.369], [-1.546, 1.909, -0.030], [-2.853, 6.062, -1.321], [-2.460, 4.338, -1.449], [-1.262, 5.557, -1.912], [-1.464, 7.792, 0.825], [0.093, 7.320, 0.147], [-0.230, 7.104, 1.881], [-3.452, 5.639, 1.813], [-2.173, 4.936, 2.812], [-3.047, 3.924, 1.645], [1.546, 5.616, 1.061], [3.476, 4.050, 1.018], [3.041, 1.649, 0.529], [-0.826, -1.887, -0.375], [-1.742, -2.175, 0.699], [-1.209, -1.551, 1.954], [-1.627, -1.999, 3.193], [-1.233, -1.315, 4.326], [-0.427, -0.198, 4.176], [-0.027, 0.170, 2.910], [-0.393, -0.496, 1.799], [-1.221, -2.074, -1.245], [-1.854, -3.250, 0.817], [-2.716, -1.740, 0.470], [-2.269, -2.870, 3.256], [-1.556, -1.641, 5.307], [-0.103, 0.386, 5.027], [0.603, 1.036, 2.761], [-0.764, -2.038, -3.451], [-0.136, -0.551, -4.145], [-0.182, -0.414, -5.517], [0.309, 0.737, -6.113], [0.833, 1.745, -5.316], [0.869, 1.598, -3.946], [1.526, 2.874, -2.965], [0.398, 0.440, -3.300], [0.460, 0.312, -1.954], [-0.601, -1.211, -6.117], [0.287, 0.845, -7.189], [1.213, 2.657, -5.757], [3.708, -4.244, -2.457], [3.344, -2.935, -0.889], [4.149, -2.911, 0.236], [3.851, -2.006, 1.242], [2.762, -1.173, 1.093], [1.981, -1.197, 0.006], [2.275, -2.062, -0.975], [4.993, -3.582, 0.327], [4.453, -1.949, 2.138], [2.499, -0.462, 1.865], [1.636, -2.037, -1.847]],
  "lowdin_charge": [1.4087, -0.1738, 0.4820, -0.1841, -0.1779, -0.2211, -0.0498, -0.0501, -0.1408, -0.1904, -0.7427, 0.6209, 0.0412, 0.0091, 0.0403, 0.0422, 0.0400, 0.0396, 0.0410, 0.0379, 0.0091, 0.1016, 0.1125, 0.1082, -0.2122, -0.1198, -0.2432, 0.0050, -0.0238, -0.0269, -0.1147, -0.0636, 0.0142, 0.1383, 0.1457, 0.1304, 0.1233, 0.1202, 0.1083, 0.7350, -0.5579, -0.1145, -0.0801, -0.1047, -0.5954, 0.7111, -0.4119, -0.1986, 0.1081, 0.1101, 0.1098, 0.9560, -0.7097, -0.1049, -0.0316, -0.1272, -0.0819, -0.1899, 0.1106, 0.1198, 0.0990, 0.0640],
  "spin_multiplicity": 3,
  "e_homo_ev": [-8.78, -10.21],
  "energy_ha": -3236.3740,
  "total_charge": 1,
  "lumo_energy_ev": [-2.810, -3.350]
}



No. 4
{
  "formula": "C3H2Cl2N2O3",
  "method": "ωB97M-V with the def2-TZVPD basis set",
  "elements": ["C", "C", "C", "N", "N", "O", "O", "O", "Cl", "Cl", "H", "H"],
  "xyz": [[0.322, -0.883, 0.952], [2.801, -0.385, -0.240], [-1.303, 0.092, -0.335], [1.350, -0.546, 0.411], [-1.528, 1.208, -0.201], [3.116, -1.363, -0.815], [-0.581, -1.117, 1.669], [3.221, 0.679, 0.019], [-3.007, 3.820, 0.829], [-1.218, -2.645, -1.180], [-1.821, 2.225, -0.206], [-1.352, -1.084, -0.904]],
  "lowdin_charge": [-0.5431, -0.8309, -0.0579, 0.2133, 0.2057, 0.0251, 0.0259, 0.0240, -0.6795, -0.1193, -0.0537, -0.2097],
  "e_homo_ev": -2.70,
  "energy_ha": -1371.1908,
  "total_charge": -2,
  "lumo_energy_ev": 5.844
}